Entry 1:
An isolated molecule of C4H6 in a non-equilibrium geometry. Source: the OMol25 dataset; level of theory: ωB97M-V with the def2-TZVPD basis set.

```
10
Properties=species:S:1:pos:R:3
C 0.972 0.593 0.001
C 1.836 -0.385 0.156
C -0.609 0.600 -0.243
C -1.592 -0.379 0.223
H 1.649 -1.288 -0.284
H 2.866 -0.186 0.407
H -0.952 1.716 -0.009
H -0.506 0.677 -1.270
H -1.250 -1.358 0.166
H -2.413 0.010 0.852
```

Summary:
E_HOMO (alpha / beta) = -8.55 / -8.57 eV
multiplicity = 1
net charge = 0
relative energy (zero: lowest compared OMol25 entry of this formula, charge and spin) = 102.6 kcal/mol
lowest unoccupied orbital energy (alpha / beta) = -0.08 / 0.08 eV

Entry 2:
A structure of composition C6H8N2O in a non-equilibrium geometry. Source: the OMol25 dataset; level of theory: ωB97M-V with the def2-TZVPD basis set.

```
17
Properties=species:S:1:pos:R:3
C -0.162 0.073 1.923
N 0.123 -0.600 0.669
C 0.733 -1.808 0.559
C 0.767 -2.181 -0.776
C 0.243 -1.097 -1.516
C -0.161 -0.132 -0.596
C -0.881 1.084 -0.851
N -1.909 1.731 -0.814
H -1.244 0.158 2.076
H 0.275 -0.513 2.737
H 0.280 1.076 1.923
H 1.043 -2.352 1.449
H 1.067 -3.153 -1.158
H 0.209 -0.999 -2.598
O 0.068 2.875 -1.306
H 0.739 2.792 -0.618
H -1.188 3.047 -1.104
```

Summary:
E_HOMO = -8.67 eV
multiplicity = 1
net charge = 0
relative energy (zero: lowest compared OMol25 entry of this formula, charge and spin) = 80.7 kcal/mol
lowest unoccupied orbital energy = 0.57 eV

Entry 3:
A cluster of 3 separate species, C23H59N3O12P3S in total in a non-equilibrium geometry. Source: the OMol25 dataset; level of theory: ωB97M-V with the def2-TZVPD basis set.

```
101
Properties=species:S:1:pos:R:3
C -0.988 0.413 -0.893
C -2.327 1.119 -0.748
O -3.361 0.541 -1.515
C -3.113 0.632 -2.912
C -4.414 0.496 -3.679
C -4.113 0.293 -5.164
C -3.491 -1.080 -5.541
C -3.803 -2.220 -4.576
C -2.901 -3.452 -4.817
C -3.589 -4.767 -4.418
C -3.965 -5.072 -2.950
N -4.456 -6.473 -2.982
N -2.848 -4.949 -2.021
N -5.087 -4.304 -2.424
O -2.735 -3.608 -6.233
P -1.201 -4.365 -6.598
S 0.826 -5.296 -7.179
O -0.709 -4.257 -4.898
C -1.448 -3.186 -4.407
O -1.133 -2.794 -3.090
H -0.529 0.596 -1.863
H -0.298 0.849 -0.162
H -1.048 -0.651 -0.671
H -2.215 2.180 -1.013
H -2.631 1.089 0.299
H -2.410 -0.156 -3.202
H -2.653 1.602 -3.145
H -5.017 1.397 -3.546
H -4.977 -0.328 -3.239
H -4.991 0.532 -5.767
H -3.373 1.056 -5.431
H -3.903 -1.370 -6.505
H -2.426 -0.946 -5.710
H -3.663 -1.941 -3.530
H -4.827 -2.550 -4.761
H -4.545 -4.756 -4.947
H -3.028 -5.611 -4.810
H -4.534 -6.757 -2.007
H -3.681 -7.031 -3.334
H -3.082 -4.379 -1.220
H -2.482 -5.840 -1.728
H -4.822 -3.354 -2.203
H -5.859 -4.320 -3.075
H -1.666 -5.699 -6.388
H -1.592 -4.530 -7.977
H -0.574 -3.127 -6.937
H 1.078 -6.164 -6.193
H -1.111 -2.339 -5.025
H -1.938 -2.768 -2.567
O 3.084 2.008 0.468
P 4.521 1.708 0.564
O 5.366 3.036 0.209
C 4.922 4.323 0.629
C 5.554 4.738 1.945
O 4.885 0.803 -0.703
C 3.823 0.178 -1.444
C 3.302 1.042 -2.562
O 5.515 0.945 1.538
C 5.527 1.182 2.960
C 4.146 1.310 3.561
H 3.832 4.352 0.703
H 5.213 5.020 -0.157
H 5.166 4.136 2.771
H 5.333 5.783 2.162
H 6.636 4.604 1.910
H 2.996 -0.079 -0.782
H 4.239 -0.756 -1.819
H 3.029 2.028 -2.184
H 2.421 0.569 -2.997
H 4.038 1.208 -3.350
H 6.136 2.065 3.170
H 6.045 0.330 3.399
H 3.603 2.165 3.152
H 4.208 1.447 4.638
H 3.552 0.418 3.357
O 2.150 2.133 5.636
P 0.883 2.778 6.000
O -0.328 1.732 6.011
C -0.145 0.383 6.448
C -0.501 0.215 7.912
O 0.432 3.724 4.794
C 1.277 3.975 3.661
C 0.935 3.066 2.500
O 0.443 3.828 7.111
C 0.759 3.654 8.504
C 2.168 3.154 8.750
H 0.877 0.051 6.259
H -0.806 -0.229 5.834
H 0.233 0.711 8.552
H -0.517 -0.841 8.182
H -1.479 0.649 8.123
H 2.329 3.884 3.938
H 1.107 5.016 3.381
H 0.927 2.017 2.800
H 1.643 3.181 1.685
H -0.063 3.300 2.121
H 0.019 2.992 8.960
H 0.631 4.634 8.963
H 2.325 2.165 8.314
H 2.361 3.084 9.821
H 2.899 3.830 8.305
```

Summary:
E_HOMO = -4.06 eV
multiplicity = 1
net charge = -1
lowest unoccupied orbital energy = 1.66 eV

Entry 4:
A cluster of 24 separate species, C15H68BNO30 in total in a non-equilibrium geometry. Source: the OMol25 dataset; level of theory: ωB97M-V with the def2-TZVPD basis set.

```
115
Properties=species:S:1:pos:R:3
C 2.825 -2.559 -1.616
C 2.250 -1.689 -0.542
C 0.751 -1.268 -0.947
C 0.013 -0.419 0.169
N -0.801 0.698 -0.403
C 0.004 1.685 -1.172
C -0.592 3.042 -0.935
C -1.421 3.035 0.354
C -1.238 1.619 0.810
C -1.987 0.292 -1.162
C -2.781 -0.704 -0.338
C -4.034 -1.174 -1.160
H 2.753 -2.142 -2.515
H 2.194 -3.427 -1.491
H 3.922 -2.895 -1.532
H 2.954 -0.673 -0.468
H 2.442 -2.102 0.407
H 0.293 -2.233 -1.110
H 0.961 -0.806 -1.939
H 0.807 0.019 0.848
H -0.628 -1.064 0.671
H -0.098 1.343 -2.270
H 1.062 1.780 -0.699
H -1.062 3.277 -1.787
H 0.101 3.907 -0.683
H -2.470 3.182 0.270
H -0.937 3.743 1.003
H -2.217 1.472 1.415
H -0.594 1.508 1.694
H -1.870 -0.267 -2.014
H -2.479 1.127 -1.484
H -3.087 -0.445 0.840
H -2.236 -1.552 -0.187
H -4.666 -1.693 -0.568
H -3.918 -1.675 -1.971
H -4.575 -0.564 -1.835
O 1.903 -0.870 8.830
C 1.539 -0.659 7.686
O 0.310 -0.933 7.263
B 0.211 -0.227 5.886
O 1.589 0.229 5.663
C 2.343 -0.067 6.617
O 3.549 -0.303 6.498
O -0.812 0.769 5.796
C -1.487 0.499 4.740
O -2.302 1.302 4.299
C -0.984 -0.648 4.109
O -0.101 -1.237 4.807
O -1.465 -1.306 3.214
O 5.138 -4.984 -0.130
H 5.885 -5.196 -0.716
H 5.690 -4.904 0.624
O -6.409 -2.327 1.659
H -6.712 -2.558 2.553
H -6.085 -3.156 1.242
O 1.383 -5.607 -4.081
H 1.643 -4.707 -3.839
H 1.179 -6.146 -3.231
O 5.120 -3.232 -3.723
H 5.526 -2.243 -3.793
H 4.095 -2.961 -3.867
O -5.185 0.393 1.489
H -5.518 -0.362 1.486
H -5.210 0.794 0.619
O 1.927 -2.337 3.329
H 1.359 -2.120 4.149
H 2.488 -1.577 3.091
O -1.725 4.026 3.780
H -1.777 3.206 4.115
H -2.514 4.110 3.201
O 1.725 1.183 3.104
H 1.628 0.993 4.074
H 2.738 1.300 2.853
O 3.791 2.897 -0.657
H 3.356 3.595 -1.260
H 4.225 2.229 -1.196
O -0.297 5.751 -3.235
H 0.118 4.919 -3.555
H -0.432 6.250 -4.022
O 1.042 4.411 2.876
H 0.376 3.912 2.886
H 1.845 3.649 3.035
O 0.174 6.161 0.305
H 0.764 6.264 -0.315
H 0.513 5.660 0.952
O 0.007 3.394 -4.369
H -0.475 2.606 -4.045
H 0.084 3.336 -5.283
O -2.392 5.518 -1.761
H -1.570 5.600 -2.468
H -1.976 6.020 -1.038
O 5.611 0.119 0.244
H 6.406 0.700 0.123
H 5.299 -0.100 -0.611
O -0.127 -2.646 -3.711
H 0.684 -2.905 -4.194
H -0.666 -1.898 -4.095
O -1.564 -3.618 1.869
H -2.185 -3.774 2.649
H -1.526 -2.723 2.192
O 2.415 -3.040 -5.030
H 2.792 -3.581 -5.673
H 2.559 -2.152 -5.417
O -7.050 -0.761 -3.175
H -6.287 -0.833 -3.736
H -7.631 -1.390 -3.575
O 3.946 -0.426 2.599
H 4.464 -0.403 1.795
H 4.565 -0.059 3.251
O -2.263 -4.353 -2.379
H -1.916 -3.803 -3.050
H -1.588 -4.438 -1.758
O -1.438 -0.274 -5.241
H -1.742 0.064 -6.151
H -2.267 -0.390 -4.815
```

Summary:
E_HOMO = -9.51 eV
multiplicity = 1
net charge = 0
relative energy (zero: lowest compared OMol25 entry of this formula, charge and spin) = 19.5 kcal/mol
lowest unoccupied orbital energy = -1.34 eV

Entry 5:
A cluster of 2 separate species, C2H9N4O in total in a non-equilibrium geometry. Source: the OMol25 dataset; level of theory: ωB97M-V with the def2-TZVPD basis set.

```
16
Properties=species:S:1:pos:R:3
N 2.181 -0.372 0.786
C 1.383 -0.185 -0.357
N 1.710 0.946 -1.086
O 0.476 -0.948 -0.677
H 2.004 -1.267 1.219
H 3.172 -0.236 0.646
H 2.609 1.342 -0.863
H 1.529 0.854 -2.071
N -1.585 -0.568 1.292
C -2.016 -0.362 0.053
N -2.147 0.835 -0.494
H -1.147 0.145 1.851
H -1.577 -1.506 1.680
H -2.349 -1.232 -0.467
H -2.384 0.859 -1.471
H -1.858 1.693 -0.042
```

Summary:
E_HOMO = -13.74 eV
multiplicity = 1
net charge = +1
relative energy (zero: lowest compared OMol25 entry of this formula, charge and spin) = 4.5 kcal/mol
lowest unoccupied orbital energy = -3.26 eV

Entry 6:
A structure of composition C19H18BErN6O2. Source: the OMol25 dataset; level of theory: ωB97M-V with the def2-TZVPD basis set.

```
47
Properties=species:S:1:pos:R:3
Er 0.936 -0.388 0.149
B 2.779 1.358 1.088
N 3.684 0.348 0.331
C 4.995 0.405 0.093
C 5.357 -0.691 -0.680
C 4.180 -1.389 -0.880
N 3.159 -0.770 -0.269
N 2.006 2.247 0.083
C 2.134 3.548 -0.189
C 1.277 3.876 -1.231
C 0.637 2.693 -1.553
N 1.069 1.700 -0.764
H 3.381 2.005 1.884
H 1.918 0.665 1.701
H 5.590 1.214 0.488
H 6.339 -0.941 -1.043
H 4.014 -2.297 -1.438
H 2.823 4.159 0.373
H 1.142 4.842 -1.689
H -0.116 2.507 -2.302
O -6.314 3.406 0.144
C -4.987 3.526 0.301
O -4.480 4.596 0.459
C -4.147 2.272 0.283
C -4.518 1.084 -0.335
C -3.653 -0.002 -0.366
C -2.416 0.110 0.243
C -2.040 1.294 0.858
C -2.896 2.376 0.880
N -1.437 -0.942 0.241
C -1.749 -2.173 0.165
C -0.709 -3.216 0.158
C -1.055 -4.541 0.058
C -0.040 -5.500 0.090
C 1.268 -5.086 0.221
C 1.536 -3.725 0.297
N 0.574 -2.802 0.260
H -6.602 2.484 0.157
H -5.469 0.990 -0.845
H -3.945 -0.895 -0.905
H -1.080 1.381 1.363
H -2.616 3.311 1.347
H -2.786 -2.504 0.128
H -2.095 -4.827 -0.031
H -0.282 -6.553 0.019
H 2.084 -5.794 0.263
H 2.551 -3.363 0.396
```

Summary:
E_HOMO (alpha / beta) = -15.01 / -15.01 eV
expectation value of S² = 3.75
multiplicity = 4
net charge = +2
relative energy (zero: lowest compared OMol25 entry of this formula, charge and spin) = 27.8 kcal/mol
lowest unoccupied orbital energy (alpha / beta) = -7.68 / -7.65 eV